1.
C20H13Br4CrN7O2S as an isolated structure. Source: the Open Molecules 2025 dataset; level of theory: ωB97M-V with the def2-TZVPD basis set.

Geometry (Å):
Cr  0.38297  -0.60110  -0.13941
N  -2.24393  2.50421  1.67671
C  -3.04573  3.21625  0.75182
C  -3.91912  4.18651  1.20053
C  -4.69508  4.88480  0.28410
C  -4.58491  4.60018  -1.06687
C  -3.70292  3.62073  -1.50514
C  -2.92535  2.92408  -0.59277
S  -1.83178  1.69623  -1.23159
N  -1.08971  1.05688  0.20639
C  -1.36857  1.52844  1.37128
C  -0.59008  0.96465  2.51354
C  -0.77116  1.37026  3.82376
C  0.01483  0.81540  4.82195
C  0.95959  -0.12151  4.46569
C  1.07354  -0.47583  3.13059
N  0.31699  0.04028  2.15974
H  -2.34899  2.76542  2.63918
H  -3.99801  4.40208  2.25938
H  -5.37974  5.64556  0.62944
H  -5.18479  5.13827  -1.78706
H  -3.61992  3.39983  -2.56195
H  -1.50531  2.10992  4.10327
H  -0.11283  1.12093  5.85108
H  1.60797  -0.58600  5.19351
H  1.80841  -1.20256  2.83730
Br  2.22852  -2.91205  -6.45337
C  1.39600  -2.01743  -5.02673
C  0.28917  -1.19954  -5.26089
Br  -0.36794  -0.96096  -7.00388
C  -0.34297  -0.56107  -4.19037
Br  -1.85764  0.51412  -4.44716
C  0.16189  -0.74693  -2.91616
O  -0.34944  -0.24044  -1.78237
C  1.28749  -1.51951  -2.66972
O  1.63088  -1.57821  -1.38929
C  1.88750  -2.18688  -3.72837
Br  3.34592  -3.32493  -3.38226
N  4.20244  -3.34143  -0.21306
C  3.90541  -4.04821  0.87547
N  4.74442  -4.98012  1.32519
N  2.78796  -3.85043  1.58583
C  1.98840  -2.93743  1.16886
N  1.22479  -2.11188  0.88396
H  5.00683  -3.55555  -0.77676
H  3.49846  -2.74314  -0.63504
H  5.59965  -5.20832  0.85187
H  4.48586  -5.49358  2.14976

Cartesian forces (eV/Å) of the 6 atoms listed first:
Cr 0.2 0.0 -0.7
N 0.0 0.0 0.0
C 0.1 -0.1 0.0
C -0.1 0.0 0.0
C 0.0 0.0 0.0
C 0.0 0.0 0.0

Calculated values
- 2S+1: 4
- <S²>: 3.8504
- HOMO-LUMO gap (alpha / beta): 5.77 / 6.56 eV
- Lowest unoccupied orbital energy (alpha / beta): -0.162 / -0.135 Eh
- Net charge: +1
- HOMO (alpha / beta): -10.18 / -10.22 eV
- DFT total energy: -354898.869 eV


2.
One molecule with the formula C20H13BrN4OS at a distorted geometry. Source: the Open Molecules 2025 dataset; level of theory: ωB97M-V with the def2-TZVPD basis set.

Geometry (Å):
N  -4.15762  1.32321  6.40624
O  -3.67296  -1.36202  -1.24077
Br  6.87030  2.18746  0.99657
N  -5.37453  0.94219  4.41740
N  -4.79244  1.14851  5.46879
S  1.57671  1.69019  -0.09000
C  -2.96578  -0.71693  -0.44794
C  5.82689  0.17446  -0.79991
C  -3.27289  0.04568  3.22911
C  -5.43580  0.26951  2.19976
C  4.30713  1.57515  0.35942
C  -2.75206  -0.37626  2.05079
C  -4.87603  -0.11593  1.01900
C  -1.09249  -1.53813  -1.95699
C  -0.65874  0.42099  -0.50313
C  4.87849  -0.38381  -1.54449
C  0.24147  -1.52179  -2.29998
C  5.58762  1.20393  0.16997
C  -4.61827  0.50140  3.29019
C  3.24906  1.05542  -0.39999
C  0.67110  0.41299  -0.85998
C  -3.46563  -0.34459  0.87502
C  -1.56212  -0.64450  -0.86601
C  3.49735  0.17200  -1.43057
C  1.14946  -0.61219  -1.69905
N  2.46304  -0.39522  -2.20342
C  2.74344  -0.61050  -3.63044
H  6.82942  -0.17131  -0.95294
H  -2.71217  0.27623  4.09886
H  -6.55645  0.38674  2.34065
H  4.03293  2.16158  1.23397
H  -1.71698  -0.69628  2.09987
H  -5.51048  0.07296  0.08187
H  -1.76494  -2.26256  -2.31847
H  -1.13028  1.20031  0.08055
H  5.03854  -1.11889  -2.22764
H  0.63682  -2.31365  -3.00136
H  1.89394  -0.28580  -4.18708
H  2.93015  -1.65800  -3.85471
H  3.66480  -0.09257  -3.90313

Cartesian forces (eV/Å) of the 6 atoms listed first:
N -2.0 -0.3 -1.9
O -0.3 1.2 1.2
Br 1.6 0.5 0.8
N -0.3 0.2 -0.2
N 3.1 0.2 2.0
S 1.7 -0.2 -0.5

Calculated values
- HOMO-LUMO gap: 6.89 eV
- Lowest unoccupied orbital energy: -0.020 Eh
- HOMO: -7.44 eV
- DFT total energy: -109832.910 eV
- Energy above the lowest of the compared OMol25 structures with the same formula, charge and spin: 112.8 kJ/mol


Repeat the second record exactly.
One molecule with the formula C20H13BrN4OS at a distorted geometry. Source: the Open Molecules 2025 dataset; level of theory: ωB97M-V with the def2-TZVPD basis set.

Geometry (Å):
N  -4.15762  1.32321  6.40624
O  -3.67296  -1.36202  -1.24077
Br  6.87030  2.18746  0.99657
N  -5.37453  0.94219  4.41740
N  -4.79244  1.14851  5.46879
S  1.57671  1.69019  -0.09000
C  -2.96578  -0.71693  -0.44794
C  5.82689  0.17446  -0.79991
C  -3.27289  0.04568  3.22911
C  -5.43580  0.26951  2.19976
C  4.30713  1.57515  0.35942
C  -2.75206  -0.37626  2.05079
C  -4.87603  -0.11593  1.01900
C  -1.09249  -1.53813  -1.95699
C  -0.65874  0.42099  -0.50313
C  4.87849  -0.38381  -1.54449
C  0.24147  -1.52179  -2.29998
C  5.58762  1.20393  0.16997
C  -4.61827  0.50140  3.29019
C  3.24906  1.05542  -0.39999
C  0.67110  0.41299  -0.85998
C  -3.46563  -0.34459  0.87502
C  -1.56212  -0.64450  -0.86601
C  3.49735  0.17200  -1.43057
C  1.14946  -0.61219  -1.69905
N  2.46304  -0.39522  -2.20342
C  2.74344  -0.61050  -3.63044
H  6.82942  -0.17131  -0.95294
H  -2.71217  0.27623  4.09886
H  -6.55645  0.38674  2.34065
H  4.03293  2.16158  1.23397
H  -1.71698  -0.69628  2.09987
H  -5.51048  0.07296  0.08187
H  -1.76494  -2.26256  -2.31847
H  -1.13028  1.20031  0.08055
H  5.03854  -1.11889  -2.22764
H  0.63682  -2.31365  -3.00136
H  1.89394  -0.28580  -4.18708
H  2.93015  -1.65800  -3.85471
H  3.66480  -0.09257  -3.90313

Cartesian forces (eV/Å) of the 6 atoms listed first:
N -2.0 -0.3 -1.9
O -0.3 1.2 1.2
Br 1.6 0.5 0.8
N -0.3 0.2 -0.2
N 3.1 0.2 2.0
S 1.7 -0.2 -0.5

Calculated values
- HOMO-LUMO gap: 6.89 eV
- Lowest unoccupied orbital energy: -0.020 Eh
- HOMO: -7.44 eV
- DFT total energy: -109832.910 eV
- Energy above the lowest of the compared OMol25 structures with the same formula, charge and spin: 112.8 kJ/mol


Which formula does entry 1 have?
C20H13Br4CrN7O2S


DFT total energy of number 2 (C20H13BrN4OS)?
-109832.910 eV